Entry 1:
Computed, not measured: an isolated molecule of C19H23NO2, with ωB97M-V/def2-TZVPD.

```
45
Properties=species:S:1:pos:R:3:forces:R:3
C -0.553 2.002 0.765 0.110 0.208 0.589
H -3.847 -0.712 -2.993 -0.026 -0.027 -0.091
H 2.774 0.583 -2.193 -0.039 -0.037 -0.068
H -1.087 2.958 0.643 0.052 -0.112 -0.018
C 2.755 2.152 -0.685 -0.045 -0.054 -0.161
C 0.416 -2.150 -0.839 0.030 -0.027 0.036
C 1.316 -2.015 1.369 0.012 0.026 0.012
H 2.901 -1.972 -1.635 0.030 -0.068 -0.016
H 3.158 2.748 -1.507 0.118 -0.045 0.074
H 2.161 -1.895 2.032 0.102 0.006 0.064
C 3.363 -0.315 -0.333 -0.108 -0.113 -0.322
C 0.942 2.252 0.955 -0.246 0.064 -0.061
C -0.849 -2.350 -0.314 -0.097 -0.084 0.012
C -1.960 0.685 -0.565 -0.130 0.150 -0.024
H -4.811 0.025 1.113 -0.083 -0.010 0.118
H -0.651 0.274 2.042 -0.053 0.175 -0.006
H -5.465 -0.814 -1.126 -0.091 -0.034 -0.008
H -1.057 1.809 2.872 0.045 -0.026 -0.077
C -3.575 -0.340 -2.017 0.039 -0.009 -0.115
C -4.482 -0.398 -0.970 -0.078 -0.062 0.041
C -2.322 0.206 -1.817 0.026 0.113 0.199
C 2.535 0.689 -1.134 0.182 0.079 0.305
C -2.864 0.604 0.497 0.094 -0.003 -0.019
H 0.879 2.841 -0.987 0.092 -0.007 0.072
C -1.162 1.243 1.946 0.603 0.139 -0.156
H 3.479 2.191 0.134 0.094 -0.002 -0.072
H -2.024 -2.523 1.466 -0.085 -0.014 0.032
H 1.412 1.297 1.215 -0.006 -0.054 0.014
C -1.036 -2.375 1.057 -0.088 -0.051 0.038
C -4.126 0.068 0.281 0.185 0.080 0.068
H 1.079 2.941 1.799 -0.087 -0.187 0.062
H 0.552 -2.129 -1.911 0.041 0.008 -0.123
H 1.476 0.449 -1.016 0.015 0.031 -0.061
H -1.693 -2.482 -0.974 -0.073 0.008 -0.046
O -0.714 1.236 -0.418 -0.120 -0.233 -0.121
N 1.556 2.836 -0.231 -0.366 0.219 -0.122
H 4.415 -0.227 -0.613 0.058 0.019 0.095
H -0.085 -2.230 2.970 -0.010 -0.009 0.075
C 2.893 -1.757 -0.564 0.162 0.170 0.171
O -2.543 1.040 1.757 -0.435 -0.082 -0.234
C 0.052 -2.206 1.898 -0.009 -0.054 0.086
C 1.515 -1.984 -0.007 0.035 -0.096 -0.103
H 3.594 -2.439 -0.076 -0.007 -0.054 -0.091
H -1.602 0.272 -2.617 0.109 0.021 -0.101
H 3.286 -0.088 0.733 0.048 0.035 0.054
```
Positions in Å, forces in eV/Å.

Summary:
gap between HOMO and LUMO: 0.3385 Eh
net charge: 0
SMILES string: c1ccc(CCCCNC[C@@H]2COc3ccccc3O2)cc1
energy relative to the best compared isomer or geometry (same formula, charge and spin): 158.2 kJ/mol
HOMO energy: -8.28 eV

=====

Entry 2:
Computed, not measured: a cluster of 11 separate species, C40H112N10O11 in total in a non-equilibrium geometry, with ωB97M-V/def2-TZVPD.

```
173
Properties=species:S:1:pos:R:3:forces:R:3
C 6.936 -2.795 -0.011 0.572 -0.121 -0.849
O -2.254 2.222 5.325 -0.464 -1.025 1.412
H -10.496 0.053 -1.306 -0.342 -0.190 0.723
H -0.114 0.055 2.139 0.106 -0.158 0.270
C -4.542 2.656 6.441 0.475 -1.046 -1.378
H -0.597 -2.119 0.306 -0.279 -0.075 0.477
C -5.494 1.100 -1.473 0.466 0.297 -1.451
H 4.664 -5.054 -6.816 0.036 0.199 0.017
H -1.548 6.713 -1.511 0.094 0.810 0.037
H 2.798 -0.506 6.281 -0.152 0.142 0.174
H -3.024 -1.592 0.214 0.221 0.161 0.002
H 0.346 -0.121 6.239 -0.061 0.103 0.879
H -3.957 2.835 2.394 0.768 1.354 -0.034
H 1.423 -3.265 -0.015 0.205 -0.345 0.083
N -2.088 6.533 -0.677 -0.817 1.351 0.439
C 1.823 -2.455 -0.625 -1.297 0.645 -0.018
H 1.519 -2.625 -1.658 0.212 -0.327 -0.290
H -5.697 -3.579 -1.661 0.191 0.399 -0.527
C -3.225 -2.244 -2.343 0.474 -1.113 -0.814
C 2.614 -4.317 -5.367 -3.246 1.775 -0.325
C -0.786 0.091 0.170 -0.646 1.167 -1.920
O 3.470 1.713 -3.016 1.493 0.289 0.627
H -1.669 -3.347 -5.001 0.351 0.211 -0.008
H -1.721 -0.578 1.939 -0.516 0.444 0.276
H -4.021 5.090 0.342 -0.598 -0.605 -0.131
H 3.540 -1.713 5.313 -0.123 -0.277 -0.320
H 1.515 2.168 -3.446 -0.212 0.368 0.137
H -0.528 -1.613 -1.324 -0.166 0.681 -0.342
C 2.987 2.084 1.935 -1.441 -0.381 -0.971
H 7.123 -3.624 -3.091 0.175 -0.122 -0.218
H -8.256 -2.423 0.309 0.232 -0.484 -0.499
H 6.720 -3.439 1.804 0.032 -0.726 0.366
H -2.440 0.480 -4.115 -0.687 0.127 -0.388
H 0.918 -4.163 -3.995 -0.182 -0.639 -0.137
H -1.050 -2.128 -3.748 0.596 0.207 -0.744
H -5.293 2.293 4.725 -0.817 -0.564 -0.563
C -1.060 0.230 1.627 1.656 -0.913 0.750
H 3.772 2.530 -5.502 0.577 0.467 0.630
H -1.521 6.788 0.119 0.253 0.118 0.105
H -0.212 2.057 4.576 -0.690 -0.994 0.314
O 1.197 -1.234 -0.213 -0.374 -0.055 0.104
H -0.603 3.487 5.401 -0.220 0.560 -0.164
O 4.761 -5.079 -4.673 1.051 -0.324 -1.085
C -0.800 4.566 -0.866 -0.841 -1.101 0.546
C 5.738 -1.900 0.084 -0.887 1.449 -1.912
H 6.233 -5.473 -6.054 -0.253 -0.282 0.011
H 2.339 3.171 -7.044 0.062 0.214 -0.157
H 4.241 0.078 -2.031 0.141 -0.034 -0.186
H -9.279 1.134 -1.646 0.687 0.172 0.393
C 2.452 1.872 -3.918 -1.287 -0.012 -1.813
H -5.136 1.675 8.166 -0.066 -0.122 0.225
H -5.180 3.523 6.613 0.686 0.707 0.789
C -3.590 -3.026 -1.112 -0.735 -0.358 0.707
N -5.371 1.816 5.612 0.634 -0.743 -1.506
H 3.994 -3.220 -4.128 0.108 0.333 -0.288
C 3.674 -4.242 -4.333 0.518 -0.453 0.155
C -4.755 -4.021 -1.337 0.445 0.154 0.055
H -4.371 -4.735 -2.065 -0.474 -0.092 -0.163
N -9.014 -1.794 0.084 -0.316 -0.210 0.625
C 1.637 2.677 1.379 0.434 -0.072 -0.231
H 5.144 -2.017 -0.822 -0.291 -0.358 -0.079
H -3.798 1.443 1.592 0.423 -0.267 -1.168
C 0.112 -1.166 6.033 1.281 -1.376 -1.182
H -5.039 1.390 -2.420 0.091 -0.303 -0.253
N -3.854 -2.135 0.022 -0.065 -0.340 0.192
C -1.048 2.734 4.751 -1.066 0.876 -0.077
C 2.817 2.860 -5.094 -1.251 1.183 0.707
C -1.898 -2.583 -4.259 -0.074 0.677 -0.205
H -9.095 -1.322 0.973 -0.473 0.399 0.248
H -0.765 -1.133 5.386 -0.304 -0.204 -0.020
C 2.676 -1.539 5.954 -0.599 0.371 -0.260
O -1.567 0.515 -3.724 0.497 -0.741 0.741
H -2.778 5.028 -1.702 -0.008 -0.793 -0.110
H -3.591 3.572 4.657 -0.604 0.262 -0.088
H 6.523 4.023 1.764 -0.159 0.162 -0.106
H -5.705 2.088 -1.064 -0.700 -0.173 0.664
H 2.242 0.890 -4.343 -0.235 -0.261 -0.509
C -0.271 -1.286 -0.316 1.472 0.006 0.702
H 1.580 2.631 0.291 0.358 0.067 -0.138
H -0.321 4.912 0.050 0.550 0.252 -0.150
H -4.123 -1.780 -2.751 -0.109 0.192 -0.380
H 6.534 -2.189 -3.954 -0.072 -0.082 0.044
H 2.797 -2.189 6.820 -0.382 -0.004 -0.043
H -6.485 -1.340 -0.518 -0.238 -0.512 -0.235
C 6.527 2.967 1.496 0.076 -0.730 0.530
C -3.979 2.492 1.359 -1.372 -0.073 0.014
H 7.405 2.514 1.955 0.000 -0.010 0.047
H 0.555 -3.506 -5.614 0.304 -0.203 -0.036
C -3.086 4.530 0.350 0.423 -0.529 0.728
H 1.210 -2.743 4.939 -0.403 -0.381 0.684
C 8.034 -2.364 -1.070 -0.933 0.114 2.225
H 5.753 -3.823 -6.009 -0.363 0.295 -0.367
H 2.179 0.997 3.467 -0.932 0.238 -0.253
N 1.861 2.807 -6.232 -0.063 -1.194 0.885
H -1.645 -2.160 8.689 0.693 -0.663 -0.146
H -2.721 -3.643 -0.884 0.133 0.010 0.274
H 6.633 -3.727 -0.489 -0.361 -0.479 0.657
C 5.351 -4.836 -5.998 0.094 -0.010 1.853
C 4.192 2.938 1.680 -0.298 1.109 0.159
H 8.593 -3.284 -1.246 0.200 0.093 -0.533
C 2.744 4.367 -4.684 2.186 -0.378 0.720
N 7.505 -3.046 1.305 -0.041 -0.379 0.115
H -0.701 3.481 -0.835 -0.287 -0.202 -0.168
H 5.969 -0.845 -0.061 0.493 0.265 0.550
N -2.002 0.548 -0.533 -0.133 -1.607 0.012
H 1.399 3.704 1.655 0.646 0.253 0.204
H 3.239 1.172 1.394 -0.423 -0.314 -0.601
H 2.825 -3.715 -6.250 0.674 -0.168 -0.181
C 3.348 0.703 -2.028 0.194 0.433 0.438
H 5.030 -1.953 0.912 0.450 -0.556 0.324
H 0.740 -1.471 3.323 0.070 0.349 -0.498
H -9.570 0.755 0.117 -0.386 0.378 -0.137
H 8.254 -2.484 -3.968 0.265 -0.232 0.229
O -0.068 -2.082 7.131 -2.351 2.109 0.791
H -2.967 4.002 6.230 0.589 0.144 0.030
O 5.397 2.276 2.019 0.027 0.140 -0.376
O -6.610 0.274 -1.806 -0.023 0.038 1.648
H -2.508 -1.460 -2.101 0.025 0.016 -0.048
N 2.840 1.748 3.325 0.558 -0.210 1.077
H -8.665 -1.277 -1.898 0.172 -0.174 -0.067
H 2.479 0.045 -2.051 -0.276 0.246 -0.541
H 3.319 1.213 -1.065 -0.071 -0.081 0.243
C -2.239 5.119 -0.759 0.726 -1.769 -1.218
H 2.303 -0.998 3.468 0.123 -0.433 0.265
H 7.542 -2.158 1.785 0.546 0.548 -0.062
H -2.146 -2.209 6.978 -0.197 0.226 0.108
N 1.405 -1.013 3.930 -0.924 1.099 -0.887
C -1.450 -1.767 7.691 1.354 -0.608 -0.603
O -3.194 3.053 0.318 0.468 1.675 0.609
H 1.803 -6.147 -5.035 -0.569 0.226 0.436
H -4.509 -1.422 -0.264 -0.232 0.063 -0.087
H 0.727 2.161 1.685 0.420 -0.572 0.388
H -2.620 4.805 1.296 0.204 -0.109 0.378
H 3.064 -6.074 -5.907 0.186 -0.898 -0.726
H 2.909 -2.403 -0.555 -0.174 0.279 0.155
H 3.283 -4.613 -3.386 0.028 -0.262 0.121
C -8.593 -0.822 -0.909 0.973 0.202 -0.275
O 7.403 -1.777 -2.158 0.187 -0.534 -1.770
H 1.776 1.815 -6.401 -0.557 -0.344 -0.536
H -2.505 -1.793 -4.701 0.277 0.210 -0.493
H -3.776 2.738 8.341 0.235 -0.150 0.478
H 1.591 -2.706 -4.420 -0.113 0.534 -0.299
H 3.674 1.222 3.544 0.742 0.337 0.497
H -0.319 4.891 -1.789 0.109 0.252 0.214
H -3.543 1.078 7.801 0.093 0.160 -1.027
H 6.623 2.822 0.420 -0.211 0.206 -0.183
H -6.339 1.704 5.875 0.071 0.309 0.228
H -1.304 1.244 1.944 -0.689 -0.145 -0.238
C -7.118 -0.464 -0.661 0.196 0.744 -1.328
H -2.276 1.468 -0.219 0.242 0.121 -0.202
H -5.069 -4.554 -0.440 0.585 -0.044 0.278
H 4.175 3.267 0.641 0.187 -0.248 -0.387
H 3.468 4.586 -3.899 0.268 -0.267 0.383
H 3.160 4.975 -5.487 -0.518 0.093 -0.387
C -4.187 1.952 7.707 -0.428 0.915 1.723
H -1.639 -0.704 7.836 0.363 0.216 -0.614
H -6.977 0.074 0.277 -0.291 0.594 0.109
H -4.684 0.624 -0.919 -0.220 -0.283 0.312
C -3.320 3.163 5.631 1.128 -0.033 -0.279
N 2.175 -5.607 -5.803 1.625 -1.402 -0.408
H -5.016 2.609 1.043 -0.282 -0.253 0.195
H -1.220 1.367 -3.990 0.225 0.725 -0.270
H -1.360 3.089 3.769 0.512 0.692 -0.185
H 4.113 3.858 2.259 0.022 0.269 0.344
H 8.704 -1.642 -0.603 0.161 0.186 -0.049
H -1.808 0.554 -1.524 -0.216 0.362 -0.414
C 7.355 -2.594 -3.362 -0.533 0.958 0.949
O -2.639 -3.190 -3.279 -1.792 -0.564 1.896
C -9.535 0.376 -0.905 0.141 -0.484 -0.569
C 1.336 -3.665 -4.870 0.191 1.313 1.297
C 1.313 -1.685 5.183 1.650 -0.866 1.645
H 1.830 4.800 -4.277 -0.430 -0.689 -0.612
H -0.036 0.808 -0.165 0.779 -0.192 0.431
```
Positions in Å, forces in eV/Å.

Summary:
gap between HOMO and LUMO (alpha / beta): 0.0597 / 0.3072 Eh
spin multiplicity: 2
net charge: -1
HOMO energy (alpha / beta): 0.33 / -6.44 eV

=====

Entry 3:
Computed, not measured: the ion C8H15BrN5 with charge +1 in a non-equilibrium geometry, with ωB97M-V/def2-TZVPD.

```
29
Properties=species:S:1:pos:R:3:forces:R:3
H -2.382 0.444 -2.580 -1.030 0.594 -0.688
H -4.050 1.604 -1.093 0.783 -0.753 2.028
C -1.765 0.989 1.211 -1.370 -1.269 -1.250
C 3.098 0.031 -0.550 -1.729 -1.390 0.721
C 1.123 1.350 0.147 0.199 -2.877 -0.684
H 0.392 -2.071 0.009 1.319 1.847 0.827
Br -4.733 -0.621 -0.199 0.965 0.520 -0.112
N 2.551 1.117 0.190 0.788 1.698 0.963
H 2.876 -2.031 -0.648 0.370 -1.790 -0.789
H 3.055 1.967 0.028 0.303 0.344 0.032
H 0.756 1.958 0.935 0.236 1.241 0.577
H 2.709 -0.018 -1.526 -0.284 0.504 -2.144
C -3.405 0.867 -0.464 -1.250 1.030 -4.060
H -1.875 -2.030 0.258 1.122 1.052 1.783
H 4.167 -0.029 -0.653 0.364 0.297 0.569
H 0.872 -0.174 1.712 -0.777 0.301 -1.660
N -2.908 1.339 0.746 0.932 0.877 1.530
C 2.495 -1.288 -0.029 0.944 1.021 3.631
H 0.735 -0.917 -1.039 -0.212 0.317 -2.646
H 2.768 -1.468 1.137 -0.725 0.255 -2.851
H 0.745 1.717 -0.829 -0.047 -0.401 0.329
H -1.497 -1.608 1.835 -0.938 -0.197 2.288
N -1.186 -1.533 0.925 -2.043 -1.070 -3.869
C -0.992 -0.163 0.465 -0.250 0.748 -0.705
C 0.532 -0.016 0.617 -0.704 0.472 1.174
C -2.330 0.483 -1.515 0.823 -2.888 2.726
N 1.018 -1.182 -0.141 0.942 -1.253 0.751
H -1.460 1.473 2.174 0.111 -0.660 -0.918
N -1.312 -0.190 -1.122 1.159 1.429 2.447
```
Positions in Å, forces in eV/Å.

Summary:
gap between HOMO and LUMO: 0.3333 Eh
net charge: +1
SMILES string: N[C@]1([C@@H]2CNCC[NH2+]2)C=N[C@H](Br)C=N1
HOMO energy: -12.79 eV

=====

no.,total energy (Ha)
1,-943.02830
2,-2966.02523
3,-3161.29091